Record 1
HN4P | ωB97M-V/def2-TZVPD

Values from the calculation:
Charge   0
Multiplicity   1
LUMO energy   -0.776 eV
Energy above the lowest of the compared OMol25 structures with the same formula, charge and spin   96.6 kJ/mol
Total energy   -560.83087 Ha
HOMO-LUMO gap   0.32581 hartree

```
6
HN4P | the OMol25 dataset | ωB97M-V/def2-TZVPD
N -1.130 0.038 -0.642
N -1.350 0.040 0.542
N 0.191 0.007 -0.964
N -1.329 0.027 1.665
P 1.295 -0.046 0.174
H 2.323 -0.067 -0.776
```

Löwdin population analysis, charges in e, atoms 1 to 2: number 1, N, carries -0.1241; number 2, N, carries -0.2648


Record 2
C21H30ClF3N4O4STeTl | ωB97M-V/def2-TZVPD

Values from the calculation:
Charge   +1
Multiplicity   1
LUMO energy   -4.988 eV
Energy above the lowest of the compared OMol25 structures with the same formula, charge and spin   82.1 kJ/mol
Total energy   -2936.26181 Ha
HOMO-LUMO gap   0.22654 hartree

```
66
C21H30ClF3N4O4STeTl | the OMol25 dataset | ωB97M-V/def2-TZVPD
Tl -0.165 1.017 -1.213
F -3.892 4.306 3.302
C -3.060 4.097 2.271
F -3.540 4.761 1.216
F -1.873 4.658 2.602
C -2.891 2.625 2.001
C -3.560 1.703 2.781
C -3.362 0.343 2.572
C -2.463 -0.027 1.599
N -1.801 0.860 0.847
C -2.015 2.169 0.991
S -1.148 3.211 -0.093
H -4.237 2.048 3.553
H -3.888 -0.399 3.156
H -2.243 -1.073 1.406
N 3.831 1.903 1.547
C 3.839 1.104 2.786
C 3.315 -0.316 2.546
C 1.796 -0.513 2.363
N 1.291 -0.258 0.974
C 1.024 0.314 3.410
C 1.484 1.772 3.472
N 1.266 2.426 2.131
C 2.974 1.819 3.839
H 4.094 1.362 0.729
H 4.455 2.698 1.607
H 2.229 2.417 1.616
H 4.855 1.009 3.170
H 3.594 -0.897 3.428
H 3.842 -0.756 1.693
H 1.615 -1.564 2.588
H 0.787 -1.080 0.662
H 2.082 -0.158 0.341
H 1.198 -0.133 4.392
H -0.049 0.265 3.206
H 0.901 2.310 4.215
H 0.884 3.367 2.173
H 0.662 1.854 1.544
H 3.112 1.329 4.804
H 3.303 2.858 3.947
O 3.983 2.960 -1.854
Cl 2.814 2.161 -1.744
O 3.165 0.797 -1.319
O 2.075 2.101 -2.978
O 1.912 2.704 -0.717
C -3.451 -4.979 -4.967
C -2.480 -3.984 -4.398
C -2.221 -3.932 -3.032
C -1.292 -3.053 -2.500
C -1.079 -3.023 -1.006
C -0.589 -2.195 -3.374
Te 1.089 -1.146 -2.710
C -0.902 -2.168 -4.753
C -0.249 -1.215 -5.728
C -1.829 -3.080 -5.233
H -3.960 -5.536 -4.182
H -2.925 -5.694 -5.604
H -4.198 -4.484 -5.588
H -2.750 -4.609 -2.368
H -1.762 -3.710 -0.507
H -1.258 -2.016 -0.615
H -0.057 -3.309 -0.752
H -0.148 -0.218 -5.308
H -0.836 -1.147 -6.643
H 0.749 -1.562 -6.001
H -2.049 -3.097 -6.296
```

Löwdin population analysis, charges in e, atoms 1 to 2: number 1, Tl, carries 0.7472; number 2, F, carries 0.1471


Record 3
C56H53BF2IO2P3Sr | ωB97M-V/def2-TZVPD

Values from the calculation:
Charge   -2
Multiplicity   1
LUMO energy   3.914 eV
Energy above the lowest of the compared OMol25 structures with the same formula, charge and spin   231.9 kJ/mol
Total energy   -3893.48126 Ha
HOMO-LUMO gap   0.18425 hartree

```
119
C56H53BF2IO2P3Sr | the OMol25 dataset | ωB97M-V/def2-TZVPD
Sr -0.258 1.249 1.287
C 0.273 2.169 6.635
C 0.346 0.682 6.427
C 1.138 -0.075 7.292
C 1.247 -1.449 7.169
C 0.559 -2.115 6.170
C -0.223 -1.385 5.288
C -0.349 0.014 5.397
P -1.351 0.725 4.079
C -0.236 2.316 3.650
C -0.778 3.579 3.773
C 0.017 4.707 3.572
C 1.338 4.573 3.211
C 1.883 3.309 3.000
C 1.129 2.172 3.216
C 1.755 0.736 2.927
C -2.787 1.487 4.790
C -3.027 1.578 6.171
C -4.078 2.310 6.686
C -4.891 3.022 5.770
C -4.722 2.923 4.423
C -3.729 2.051 3.825
C -3.643 1.848 2.473
H 0.292 2.401 7.702
H -0.624 2.598 6.212
H 1.129 2.666 6.172
H 1.675 0.438 8.083
H 1.877 -2.002 7.856
H 0.644 -3.189 6.061
H -0.734 -1.885 4.474
H -1.809 3.679 4.095
H -0.414 5.694 3.690
H 1.952 5.446 3.041
H 2.920 3.201 2.706
H 2.375 0.693 2.028
H 0.981 -0.048 2.808
H 2.300 0.470 3.831
H -2.355 1.061 6.848
H -4.250 2.372 7.752
H -5.680 3.664 6.152
H -5.375 3.470 3.750
H -3.013 1.077 2.046
H -4.274 2.382 1.775
C 1.128 4.928 -2.121
C 1.936 4.889 -0.855
O 1.679 5.591 0.099
C 3.086 3.919 -0.811
C 4.350 4.307 -1.213
C 5.437 3.440 -1.110
C 5.222 2.169 -0.595
C 3.955 1.753 -0.217
C 2.828 2.596 -0.341
O 1.633 2.199 -0.064
H 0.404 4.107 -2.052
H 1.756 4.761 -2.997
H 0.573 5.863 -2.192
H 4.495 5.312 -1.600
H 6.427 3.755 -1.417
H 6.054 1.478 -0.500
H 3.794 0.743 0.145
C -0.964 -3.886 -4.631
C -0.112 -4.768 -3.707
P 0.693 -3.834 -2.294
C 1.704 -2.661 -3.286
C 1.622 -1.309 -2.954
C 2.274 -0.356 -3.730
C 3.022 -0.746 -4.827
C 3.129 -2.094 -5.151
C 2.469 -3.044 -4.386
C 1.960 -5.089 -1.839
C 1.561 -6.394 -1.543
C 2.474 -7.343 -1.109
C 3.810 -7.004 -0.940
C 4.216 -5.704 -1.207
C 3.303 -4.759 -1.650
C -2.217 -3.242 -4.013
P -1.830 -1.673 -3.087
C -1.542 -0.487 -4.460
C -1.738 -0.718 -5.817
C -1.456 0.274 -6.750
C -0.986 1.512 -6.332
C -0.795 1.754 -4.980
C -1.056 0.760 -4.049
C -3.528 -1.166 -2.578
C -4.626 -1.225 -3.435
C -5.886 -0.853 -2.998
C -6.064 -0.401 -1.695
C -4.976 -0.309 -0.847
C -3.710 -0.692 -1.281
H -1.287 -4.521 -5.464
H -0.335 -3.113 -5.082
H 0.644 -5.290 -4.298
H -0.740 -5.545 -3.260
H 1.040 -1.004 -2.092
H 2.185 0.691 -3.470
H 3.525 -0.002 -5.432
H 3.721 -2.403 -6.005
H 2.554 -4.094 -4.645
H 0.517 -6.672 -1.642
H 2.138 -8.349 -0.888
H 4.522 -7.742 -0.593
H 5.252 -5.420 -1.064
H 3.634 -3.747 -1.845
H -2.713 -3.917 -3.310
H -2.954 -3.060 -4.798
H -2.104 -1.675 -6.170
H -1.609 0.077 -7.805
H -0.770 2.285 -7.060
H -0.446 2.720 -4.635
H -0.919 0.963 -2.993
H -4.492 -1.540 -4.465
H -6.730 -0.897 -3.677
H -7.049 -0.100 -1.356
H -5.087 0.083 0.158
H -2.877 -0.559 -0.602
I -2.203 2.861 -1.171
F 1.089 -2.390 0.830
B -0.170 -1.820 0.805
F -1.075 -2.786 1.133
```

Löwdin population analysis, charges in e, atoms 1 to 2: number 1, Sr, carries 1.0055; number 2, C, carries -0.0480